78
Properties=species:S:1:pos:R:3:forces:R:3 method="wB97M-V/def2-TZVPD" lumo_energy_ev=0.02 gap_ev=10.24 e_above_lowest_kj_mol=217.05
K 0.3627 0.5693 -0.5092 -0.41 0.39 0.38
N 0.9467 -1.4590 -1.9843 1.62 -0.58 -3.24
S 0.3158 -2.7921 -1.6210 -5.66 -4.11 6.07
O 1.1571 -3.7819 -1.0053 0.39 0.30 -1.47
O -0.9062 -3.1908 -2.2720 1.42 -0.15 -1.36
F -0.4561 -2.2709 -0.2930 0.54 1.11 0.90
S 1.6188 -2.0160 -3.4008 4.35 3.84 -2.46
O 0.8321 -2.5734 -4.4456 -0.61 -0.40 0.96
O 2.9999 -2.3974 -3.2764 -1.28 -0.81 0.69
F 1.8518 -0.5151 -3.9241 -0.40 0.32 -0.19
C -0.6014 -1.1153 3.1163 -0.95 -0.70 0.51
O -0.7498 0.2232 3.6076 0.78 1.26 -0.43
P 0.3150 1.3651 3.2258 0.45 -0.49 1.65
O 1.0631 1.0439 1.9880 -0.47 0.79 0.75
O 1.2122 1.5809 4.5607 -0.26 -0.63 -3.38
C 0.6583 1.3662 5.8222 1.17 -0.59 1.17
O -0.5158 2.7043 3.3664 -0.12 0.09 -0.48
C -0.6829 3.6286 2.2862 -0.64 -0.17 -0.35
H -1.0628 -1.7053 3.9096 0.29 -0.26 -0.03
H 0.4230 -1.4443 2.9548 0.03 0.29 -0.05
H -1.2338 -1.2701 2.2425 0.35 0.26 -0.27
H -0.2495 0.7655 5.7957 -0.16 0.43 0.13
H 0.6139 2.3354 6.3233 -0.52 -0.27 0.15
H 1.4524 0.7603 6.2741 -0.48 0.10 0.72
H -1.7511 3.8120 2.1632 -0.03 -0.29 -0.19
H -0.2560 3.1620 1.4003 -0.07 0.50 -0.24
H -0.2684 4.6130 2.4981 0.54 -0.32 0.22
C 0.7834 2.3505 -4.3026 0.11 -0.87 -0.35
O -0.5395 2.8618 -4.3941 -1.03 0.22 0.09
P -1.5878 2.4337 -3.2689 0.23 -0.08 -1.28
O -0.9688 2.4623 -1.9267 -0.55 -0.46 -0.05
O -2.7397 3.4688 -3.5758 0.45 -0.68 -0.92
C -3.6310 4.0501 -2.6784 -0.69 1.06 1.37
O -2.2315 1.0400 -3.7763 0.14 2.05 -0.23
C -1.5300 -0.1956 -3.6270 -0.81 -0.34 0.66
H 0.7632 1.4363 -3.7102 0.51 0.38 0.47
H 1.4573 3.1352 -3.9662 0.02 -0.24 0.25
H 1.0999 1.9701 -5.2747 -0.12 0.44 -0.20
H -4.6825 3.7741 -2.7864 0.27 -1.00 -0.18
H -3.7377 5.1281 -2.8238 0.84 0.06 -0.26
H -3.2697 3.8853 -1.6618 -0.31 -0.01 0.09
H -1.0740 -0.6528 -4.5056 0.13 0.82 -0.33
H -2.3381 -0.8739 -3.3546 0.52 -0.31 0.55
H -0.8091 0.0070 -2.8485 0.16 -0.92 0.16
C -4.2740 -2.6932 0.4810 0.64 0.40 -1.48
O -4.0892 -1.4560 1.1937 -0.27 1.00 0.08
P -3.7235 -0.0558 0.5296 0.05 0.29 -0.54
O -2.2674 0.1029 0.2720 -1.09 0.08 0.04
O -4.7084 -0.0193 -0.7856 1.71 -1.49 3.00
C -5.0424 1.1231 -1.4681 -0.59 1.90 -1.41
O -4.2968 1.1075 1.5086 -0.84 -1.58 -2.73
C -3.9282 1.2537 2.8434 0.78 -0.77 1.01
H -5.3226 -2.8568 0.2413 -0.10 -0.22 0.80
H -3.7205 -3.4760 0.9911 -0.53 -0.04 0.34
H -3.8224 -2.6342 -0.5129 0.30 0.18 0.07
H -5.0120 2.0422 -0.8760 -0.09 -0.24 0.29
H -6.0578 0.9822 -1.8465 0.05 0.13 0.06
H -4.3974 1.3089 -2.3331 0.11 -0.34 0.08
H -3.0449 1.8941 2.8537 -0.24 0.12 0.61
H -3.6786 0.2771 3.2696 0.26 0.10 0.04
H -4.7853 1.5872 3.4281 0.16 0.52 -0.24
C 6.3222 -2.8373 2.6569 0.28 -1.00 1.16
O 6.7623 -1.6397 2.0181 -0.08 -0.10 -0.38
P 5.9875 -1.2495 0.6913 -0.78 -1.21 0.31
O 6.5350 -0.2200 -0.1621 0.52 0.57 -0.30
O 5.8545 -2.7064 0.0072 0.02 1.12 0.33
C 5.7436 -2.9210 -1.3880 -0.36 -0.93 -1.42
O 4.5432 -0.8850 1.3110 0.58 0.11 0.15
C 3.3966 -1.1632 0.5515 -0.93 -1.11 -0.88
H 6.9979 -3.6880 2.5445 0.38 0.34 -0.71
H 5.3544 -3.2142 2.3334 -0.15 0.46 0.00
H 6.3416 -2.7024 3.7389 -0.37 0.53 -0.06
H 6.5702 -3.5113 -1.7883 0.29 -0.03 0.58
H 5.6936 -2.0732 -2.0716 -0.10 0.59 0.75
H 4.8514 -3.5207 -1.5696 -0.11 0.14 0.12
H 2.4800 -0.6678 0.8736 0.55 0.53 0.63
H 3.1669 -2.2275 0.6538 0.03 -0.08 -0.29
H 3.5167 -0.9394 -0.5119 0.19 0.00 -0.02